No. 1
H22O11 | ωB97M-V with the def2-TZVPD basis set

```
! wB97M-V def2-TZVPD RIJCOSX def2/J DEFGRID3
* xyz 0 1
O 0.1137 -0.5364 -2.5027
H 0.7612 -3.2137 -3.0443
H 4.0827 0.2150 -1.0053
H 2.1939 2.6151 -1.6616
H -2.9044 -0.4315 2.4672
H -3.3400 -1.7596 0.4928
H 0.5718 -2.3218 -4.3722
O -1.4261 -1.2635 -0.7513
O 3.6989 0.0229 -0.1358
H -1.2092 -1.8545 0.0133
H 0.9179 -0.3371 4.9733
H 4.1362 -0.7826 0.1762
H -0.3632 -1.0549 -1.7130
O 0.8472 -0.4049 4.0027
O 0.4315 -2.7408 0.5678
H -2.3458 3.3924 0.4651
H 1.7954 3.3045 2.0944
O -2.2409 0.1345 2.8878
H -1.3239 -0.3692 -0.4125
O -3.8980 -1.0510 0.7649
H -4.8105 -1.0841 0.5367
H -1.9163 2.5517 -0.7381
O -2.6896 3.0338 -0.3602
H 0.7948 -2.1387 1.2501
H 1.8953 3.7370 -2.4376
O 1.8378 2.6828 1.3215
H 2.4176 3.3049 0.8409
H -1.9389 0.9532 2.5228
H 0.2306 -3.5973 0.9740
H -0.0013 -0.2743 3.6087
O 0.6648 -3.2109 -4.0011
O 2.6785 3.3719 -1.9929
H 0.7050 -1.0788 -3.0283
*
```

## Properties
HOMO level in eV: -10.305
Energy relative to the best compared isomer or geometry (same formula, charge and spin) in kcal/mol: 74.5
SMILES string: O.O.O.O.O.O.O.O.O.O.O

---

No. 2
C2H10N3 | ωB97M-V with the def2-TZVPD basis set

```
! wB97M-V def2-TZVPD RIJCOSX def2/J DEFGRID3
* xyz 1 1
H -0.8027 -2.6749 -0.3614
H 1.0434 2.2444 2.0890
H -2.4692 -1.0998 -0.8218
H -0.2276 0.2106 1.8801
H -1.3650 -0.2280 -1.8847
N 1.2916 2.1401 1.1093
C -1.6391 -1.2123 -1.5149
C 0.9384 1.0377 0.4805
H 0.2244 -2.0890 -1.4509
N 0.1790 0.1061 0.9604
H -1.9664 -1.8248 -2.3485
H -0.0965 -0.7447 0.2979
H 1.2920 0.8883 -0.5346
N -0.4918 -1.8091 -0.7888
H 1.9971 2.7524 0.7323
*
```

## Properties
HOMO level in eV: -14.534
Energy relative to the best compared isomer or geometry (same formula, charge and spin) in kcal/mol: 6.1

---

No. 3
C25H39N3PSb2Sc | ωB97M-V with the def2-TZVPD basis set

```
! wB97M-V def2-TZVPD RIJCOSX def2/J DEFGRID3
* xyz 2 1
H -5.6057 -3.2523 3.0855
C -1.6419 -3.9750 0.8117
Sb -1.2889 -2.5122 -0.7398
H -1.9499 -0.6326 1.1731
C -1.0097 -3.8536 -2.3581
C -4.5274 -3.1792 3.1143
C -1.2353 4.8669 -2.2993
Sc 0.2613 -0.0666 0.0617
C -2.9474 2.0313 -1.0373
C 1.9656 -2.8360 -3.2460
H 0.2640 1.0890 4.9038
H 3.0563 -2.4095 -0.0648
H 0.6657 -0.5066 5.5643
H -3.3571 1.9265 -0.0284
C -0.8789 3.7396 -0.1924
H -1.2027 3.7094 0.8516
H -2.3614 -0.3924 2.8369
H -3.3312 -1.2771 -2.0025
C -3.3020 -1.9197 -1.1239
H 1.9341 -3.5910 -4.0199
H -0.9964 1.6973 -3.3834
H 0.3039 2.7688 -2.8469
H -0.6860 -4.4397 1.0492
C -3.8842 -2.7501 4.2655
H -0.1616 5.0575 -2.3389
H 0.3132 -3.4457 2.5573
C 2.1724 -0.8591 -1.2800
N -1.6579 4.7319 -0.9073
H -1.0386 -3.3206 -3.3049
C -3.0905 4.4393 -0.8664
C -1.7351 -3.0270 3.1741
H -3.9160 -2.7972 -1.3179
C -2.5032 -2.6830 4.2883
C -0.7587 2.5396 -2.7273
H 1.2713 0.4343 -2.7584
H 0.1786 4.0155 -0.2060
H -2.0027 -2.3786 5.2005
H -3.2816 1.1694 -1.6204
H -3.5210 4.2625 -3.4548
H -3.2251 2.5235 -3.5937
H 0.1132 -3.0680 4.2584
Sb 0.2937 -0.7639 2.9278
C 1.4665 -1.5692 -3.4938
C 0.0143 0.0317 4.8794
C 2.2797 0.2063 -0.2923
H 1.0501 -1.3265 -4.4626
C 2.5857 -2.1794 -1.0133
H -1.8257 -4.5741 -2.3239
H -3.7154 -1.3885 -0.2670
H -2.2411 -4.7352 0.3075
H -3.4068 4.3099 0.1701
N -1.5531 3.6896 -3.1068
H 2.8942 -4.1357 -1.8096
C -1.6186 -0.1115 2.0874
C 1.5616 -0.5851 -2.5167
C -2.9873 3.4188 -3.0163
H -1.0256 -0.1139 5.1654
H -4.4545 -2.4903 5.1466
N -3.4538 3.2524 -1.6410
P -1.0921 2.0621 -0.9644
H -1.6692 0.9741 1.9489
C 2.5075 -3.1432 -1.9995
H 2.9635 0.0699 0.5433
H -1.7528 5.7247 -2.7300
C -3.7767 -3.5553 2.0148
H -3.6242 5.2933 -1.2842
C -2.3807 -3.4895 2.0196
C -0.2558 -2.8394 3.2582
H -4.2801 -3.9434 1.1373
H -0.0621 -4.3727 -2.2626
H 2.4382 1.1920 -0.7473
*
```

## Properties
HOMO level in eV: -13.763
Energy relative to the best compared isomer or geometry (same formula, charge and spin) in kcal/mol: 0.0

---

Question: Look up the energy relative to the best compared isomer or geometry (same formula, charge and spin) of the third one.
Answer: 0.0 kcal/mol